1.
The following is a quantum chemistry calculation of 2 unconnected molecules or ions with the total composition C6H13NO in a non-equilibrium geometry, from the OMol25 dataset.

Electronic energy   -9968.006 eV
HOMO (alpha / beta)   0.3 / -2.7 eV
Lowest unoccupied orbital energy (alpha / beta)   0.136 / 0.132 hartree

```
! RIJCOSX wB97M-V def2-TZVPD def2/J DEFGRID3
* xyz -1 2
C -1.91921 -0.83365 0.52723
O -2.45084 0.46186 0.30812
C -1.49267 -1.39504 -0.81113
N -0.96992 -2.75404 -0.65562
H -1.04320 -0.74016 1.18340
H -2.64907 -1.49509 1.00861
H -2.81561 0.80943 1.12032
H -2.39561 -1.43733 -1.42947
H -0.81782 -0.67432 -1.28382
H -0.07927 -2.70777 -0.17010
H -0.72522 -3.06932 -1.58506
C 2.27059 0.36865 -1.34079
C 1.82974 1.39862 -0.52435
C 1.63721 1.33666 0.88137
C 1.21532 2.38062 1.68031
H 2.53585 -0.60742 -0.95227
H 2.33514 0.55374 -2.40763
H 1.56035 2.33844 -1.00119
H 1.83698 0.39517 1.39243
H 1.07993 2.28257 2.75304
H 1.05735 3.38839 1.30659
*
```

---

2.
The following is a quantum chemistry calculation of 2 unconnected molecules or ions with the total composition C6H13NO in a non-equilibrium geometry, from the OMol25 dataset.

Electronic energy   -9967.909 eV
SMILES   C=C/C=C/CCN.O
HOMO   -8.7 eV
Lowest unoccupied orbital energy   0.028 hartree

```
! RIJCOSX wB97M-V def2-TZVPD def2/J DEFGRID3
* xyz 0 1
C -0.94396 -3.14810 0.11432
C -0.59162 -2.10135 0.87401
C 0.49743 -1.19062 0.40969
C 0.13056 0.08157 0.32430
C 0.73753 1.00754 -0.69681
C 1.20560 2.32840 -0.14682
N 2.38481 2.00462 0.79975
H -0.48186 -3.49390 -0.79517
H -1.94626 -3.55365 0.27062
H -1.03672 -1.88688 1.83129
H 1.18245 -1.72944 -0.23959
H -0.75742 0.41321 0.84730
H 1.25299 0.42899 -1.46416
H -0.22689 1.22588 -1.26971
H 0.52711 2.71112 0.60346
H 1.44509 3.11175 -0.89463
H 2.92239 1.22890 0.42001
H 3.03586 2.77013 0.65605
O -3.42384 -0.14903 -0.27360
H -2.59760 -0.65665 -0.49505
H -3.31564 0.59752 -0.87527
*
```

---

3.
The following is a quantum chemistry calculation of 2 unconnected molecules or ions with the total composition C6H13NO in a non-equilibrium geometry, from the OMol25 dataset.

Electronic energy   -9958.846 eV
HOMO   -8.7 eV
Lowest unoccupied orbital energy   -0.124 hartree

```
! RIJCOSX wB97M-V def2-TZVPD def2/J DEFGRID3
* xyz 0 1
O -4.00843 -0.16647 -1.22911
C -3.20325 0.39724 -0.10719
N -1.97108 0.93176 -0.27477
C -0.45786 0.41130 -1.01301
C 0.74781 0.35293 -0.19880
C 0.82086 1.73675 0.34109
C 0.39735 1.84231 1.86764
C -0.85010 -1.12580 -1.81834
H -3.79704 0.14392 0.88044
H 5.95536 -5.94054 0.55688
H -0.50199 1.16466 -1.75233
H 6.19770 -5.42740 0.89373
H 1.06891 -0.19893 0.72283
H -0.06641 2.34270 -0.10464
H 1.69476 2.48119 0.33100
H 0.82236 0.85584 2.28951
H 0.74626 2.66158 2.46453
H -0.69450 1.59833 2.09324
H -0.04031 -1.25684 -2.63474
H -1.84678 -0.95455 -2.32805
H -1.01363 -1.84999 -0.97991
*
```

---

4.
The following is a quantum chemistry calculation of 2 unconnected molecules or ions with the total composition C6H13NO in a non-equilibrium geometry, from the OMol25 dataset.

Electronic energy   -9962.166 eV
HOMO   -6.5 eV
Lowest unoccupied orbital energy   -0.117 hartree

```
! RIJCOSX wB97M-V def2-TZVPD def2/J DEFGRID3
* xyz 0 1
C -1.98241 0.93818 0.99604
C -1.83069 1.43524 -0.80925
C -0.47659 1.35339 -1.21245
C 0.59618 -2.88434 0.38432
C 1.31111 -1.75270 0.97822
N 1.03922 -0.40918 0.51220
C 2.15379 0.25050 -0.14002
O 2.28690 -1.87510 1.74078
H -0.97187 1.39048 1.17461
H -2.18080 -0.10432 0.89779
H -2.81903 1.54919 1.42593
H -2.43339 2.41716 -0.81960
H -2.46053 0.67056 -1.28194
H -0.07806 2.36063 -1.34287
H -0.33307 0.41424 -1.83063
H -0.12808 -2.59354 -0.38366
H 0.79645 -3.78390 0.82490
H 0.26348 -0.37661 -0.22498
H 1.96503 1.34362 -0.14936
H 2.34051 -0.18963 -1.13948
H 2.94184 -0.15388 0.39946
*
```